C20H32FNO15 | the ωB97M-V functional and the def2-TZVPD basis

Cartesian coordinates (Å):
C -0.63513 -3.73073 -2.92033
C 0.49588 -2.72643 -2.53906
F 0.24119 -1.58899 -3.28500
C 0.47620 -2.37367 -1.05069
C 1.11197 -1.36339 -0.45738
C 2.03983 -0.29912 -0.99727
C 2.91466 -0.73248 -2.16689
N 2.75168 -0.37628 -3.35582
C 0.74204 -1.39221 1.02646
O 1.11963 -0.66711 1.83080
O -0.13925 -2.42249 1.23777
C -0.27689 -3.11414 0.04374
O -0.87909 -4.09561 -0.00812
H -0.98172 -3.47256 -3.93431
H -0.30267 -4.77501 -2.88106
H -1.48157 -3.51482 -2.25490
H 1.48238 -3.15409 -2.78211
H 1.52486 0.64983 -1.22742
H 2.73440 -0.04801 -0.16981
H 3.77422 -1.39827 -1.93293
H 3.45166 -0.79524 -3.96838
C 2.16249 3.40922 1.78956
O 3.41340 4.09227 1.90476
C 4.36998 3.62388 1.10456
O 4.25398 2.70771 0.32791
O 5.47560 4.34583 1.31340
C 6.59172 3.95274 0.51582
H 1.47231 3.87966 2.48552
H 1.76317 3.50664 0.78031
H 2.27012 2.35875 2.05929
H 6.36675 4.07068 -0.54433
H 6.87498 2.92700 0.73545
H 7.42469 4.60495 0.76671
C -2.82671 -2.84219 2.18429
O -4.15233 -2.49522 2.59549
C -4.86501 -1.86620 1.65915
O -4.48499 -1.58606 0.54983
O -6.07281 -1.60036 2.16465
C -6.95101 -0.92154 1.26406
H -2.34484 -3.34461 3.01982
H -2.85455 -3.52494 1.33810
H -2.25833 -1.95068 1.94079
H -7.13932 -1.52919 0.37951
H -6.54096 0.04714 0.98233
H -7.89305 -0.76144 1.78299
C 9.39517 -3.22161 0.52055
O 8.16631 -2.65521 0.06444
C 8.14574 -1.31892 0.06168
O 9.04750 -0.59691 0.40040
O 6.94890 -0.92411 -0.38273
C 6.78298 0.49387 -0.43940
H 9.28866 -4.30299 0.47688
H 10.21963 -2.92416 -0.12664
H 9.59395 -2.93033 1.55140
H 7.50446 0.93555 -1.12730
H 6.87740 0.93147 0.55173
H 5.78210 0.69806 -0.81243
C -8.80101 3.23363 -2.41949
O -9.53836 3.70548 -1.29106
C -9.33163 3.00925 -0.17074
O -8.60186 2.05805 -0.05377
O -10.07499 3.55146 0.79769
C -9.95285 2.90316 2.06374
H -9.05199 3.87528 -3.26081
H -7.72944 3.30113 -2.23462
H -9.08331 2.20989 -2.66298
H -8.92685 2.95746 2.42672
H -10.28118 1.86616 1.99843
H -10.59891 3.43115 2.76108

The structure (SMILES) is [H]/N=C/CC1=C([C@@H](C)F)C(=O)OC1=O.COC(=O)OC.COC(=O)OC.COC(=O)OC.COC(=O)OC. The calculation puts the HOMO-LUMO gap at 9.6 eV. The calculation puts the HOMO energy at -10.198 eV. The value obtained for the max |F| is 4.382 eV/A. The value obtained for the energy above the lowest of the compared OMol25 structures with the same formula, charge and spin is 0.000 eV. As for the total energy: -2064.51519 hartree. As for the LUMO energy: -0.63 eV.